[1]
A cluster of 12 separate species, C24H72N4O12 in total, computed with ωB97M-V/def2-TZVPD.

Last column: Löwdin charge in e.
Cartesian coordinates (Å):
1 N 1.747125 1.625607 -3.358589  0.157
2 C 2.091125 0.778607 -4.234589  -0.622
3 N 3.040125 1.199607 -4.952589  0.170
4 O 1.504125 -0.543393 -4.399589  -0.150
5 H 0.801125 1.463607 -3.040589  0.065
6 H 2.159125 2.559607 -3.283589  0.137
7 H 3.565125 0.500607 -5.430589  0.119
8 H 3.510125 2.101607 -4.745589  0.141
9 N -2.892875 3.345607 0.816411  0.181
10 C -2.898875 2.047607 0.775411  -0.615
11 N -3.105875 1.450607 1.948411  0.164
12 O -2.728875 1.404607 -0.376589  -0.062
13 H -2.495875 3.850607 0.032411  0.075
14 H -3.100875 3.769607 1.704411  0.113
15 H -3.140875 0.425607 1.912411  0.085
16 H -3.085875 1.917607 2.847411  0.111
17 C -4.730875 -3.198393 0.868411  -0.032
18 C -3.508875 -2.337393 1.086411  -0.633
19 C -2.837875 -2.075393 -0.245589  -0.030
20 O -3.873875 -1.248393 1.552411  -0.008
21 H -5.365875 -2.891393 0.054411  0.084
22 H -5.349875 -3.131393 1.774411  0.080
23 H -4.530875 -4.260393 0.768411  0.081
24 H -2.827875 -2.847393 1.800411  0.121
25 H -3.341875 -1.476393 -0.978589  0.091
26 H -2.548875 -3.023393 -0.667589  0.077
27 H -1.893875 -1.610393 -0.025589  0.052
28 H -4.340875 -1.376393 2.394411  0.139
29 C 4.807125 -1.157393 5.063411  -0.031
30 C 3.753125 -1.315393 3.929411  -0.616
31 C 2.999125 -0.017393 3.699411  -0.064
32 O 4.212125 -1.613393 2.800411  0.014
33 H 5.710125 -0.602393 4.752411  0.089
34 H 5.141125 -2.054393 5.546411  0.062
35 H 4.454125 -0.598393 5.878411  0.047
36 H 2.974125 -2.104393 4.317411  0.158
37 H 2.316125 -0.046393 2.877411  0.037
38 H 3.666125 0.777607 3.341411  0.097
39 H 2.432125 0.247607 4.642411  0.102
40 H 3.435125 -1.804393 2.252411  0.089
41 C 0.090125 3.940607 2.809411  -0.023
42 C 0.821125 2.593607 3.010411  -0.582
43 C -0.133875 1.580607 3.545411  -0.047
44 O 1.333125 2.100607 1.941411  -0.009
45 H -0.926875 3.804607 2.470411  0.054
46 H 0.568125 4.610607 2.135411  0.045
47 H 0.080125 4.523607 3.768411  0.107
48 H 1.593125 2.761607 3.722411  0.130
49 H 0.373125 0.655607 3.849411  0.060
50 H -0.951875 1.242607 2.887411  0.063
51 H -0.561875 2.024607 4.455411  0.099
52 H 1.574125 2.882607 1.449411  0.108
53 C -0.452875 -2.244393 3.406411  -0.042
54 C 0.438125 -3.002393 2.402411  -0.605
55 C -0.307875 -4.052393 1.466411  -0.006
56 O 1.335125 -2.331393 1.890411  -0.025
57 H -1.290875 -2.857393 3.779411  0.076
58 H -0.837875 -1.271393 3.175411  0.035
59 H 0.190125 -1.985393 4.309411  0.091
60 H 1.110125 -3.431393 3.166411  0.134
61 H 0.290125 -4.967393 1.366411  0.073
62 H -0.471875 -3.645393 0.467411  0.041
63 H -1.354875 -4.332393 1.848411  0.082
64 H 0.984125 -1.545393 1.390411  0.076
65 C 0.136125 6.059607 -0.483589  -0.023
66 C -0.519875 4.927607 -1.292589  -0.628
67 C -0.143875 3.593607 -0.744589  -0.053
68 O -1.772875 4.983607 -1.209589  0.004
69 H 1.266125 6.176607 -0.584589  0.109
70 H 0.050125 5.911607 0.582411  0.053
71 H -0.215875 7.042607 -0.782589  0.075
72 H -0.172875 4.945607 -2.368589  0.148
73 H -0.208875 3.608607 0.292411  0.025
74 H 0.867125 3.195607 -0.987589  0.107
75 H -0.805875 2.800607 -1.029589  0.053
76 H -1.950875 5.915607 -1.454589  0.151
77 C -2.274875 -3.236393 -5.486589  -0.029
78 C -1.048875 -3.029393 -4.567589  -0.627
79 C -1.392875 -2.185393 -3.341589  -0.024
80 O -0.447875 -4.055393 -4.183589  0.018
81 H -1.919875 -3.553393 -6.491589  0.081
82 H -2.799875 -2.314393 -5.625589  0.061
83 H -2.957875 -3.996393 -5.084589  0.082
84 H -0.248875 -2.455393 -5.089589  0.141
85 H -0.650875 -2.131393 -2.541589  0.060
86 H -2.287875 -2.569393 -2.873589  0.060
87 H -1.602875 -1.189393 -3.781589  0.088
88 H 0.085125 -4.366393 -4.893589  0.112
89 C -1.770875 2.358607 -3.417589  -0.134
90 O -1.020875 1.207607 -3.188589  -0.138
91 H -2.344875 2.252607 -4.325589  0.084
92 H -1.125875 3.236607 -3.338589  0.068
93 H -2.551875 2.397607 -2.657589  0.076
94 H -1.412875 0.779607 -2.433589  0.035
95 C 0.139125 -0.138393 -0.659589  -0.101
96 O 0.274125 -0.205393 0.773411  -0.113
97 H 0.476125 -0.970393 -1.249589  0.069
98 H 0.628125 0.723607 -1.092589  0.061
99 H -0.897875 -0.103393 -0.957589  0.036
100 H 0.361125 0.687607 1.152411  0.057
101 C 3.575125 -0.035393 -0.083589  -0.124
102 O 3.750125 0.449607 -1.413589  -0.111
103 H 2.826125 0.578607 0.315411  0.042
104 H 4.441125 0.214607 0.470411  0.074
105 H 3.366125 -1.098393 -0.059589  0.083
106 H 2.904125 0.370607 -1.836589  0.015
107 C 1.743125 -3.639393 -1.400589  -0.150
108 O 1.971125 -3.289393 -2.759589  -0.085
109 H 1.492125 -4.659393 -1.274589  0.068
110 H 0.942125 -3.047393 -0.949589  0.033
111 H 2.557125 -3.489393 -0.677589  0.081
112 H 1.490125 -3.846393 -3.322589  0.017

Atomic forces in eV per Å
N -2.832 2.751 4.133
C -4.016 -9.380 -1.289
N 4.866 1.528 -3.562
O 2.985 7.039 0.964
H -0.474 0.385 0.389
H -0.367 -0.814 -0.123
H 0.334 -0.163 -0.503
H -0.499 -1.307 -0.328
N 0.042 2.460 0.025
C 0.521 -3.618 -4.527
N -0.254 -1.927 0.652
O -0.417 1.964 4.265
H -0.488 0.260 0.267
H 0.134 0.476 -0.312
H -0.096 0.479 0.068
H 0.014 -0.057 -0.565
C -0.667 -1.292 0.953
C 1.895 -7.669 -4.064
C 1.546 -0.985 0.690
O -2.934 9.274 4.796
H -0.014 0.361 -0.468
H -0.055 -0.023 0.012
H 0.260 -0.180 -0.255
H 0.119 -0.273 -0.633
H -0.748 0.284 0.011
H -0.110 -0.463 -0.422
H 0.431 0.526 -0.005
H 0.005 0.223 -0.312
C 0.720 0.122 -1.342
C -3.747 1.647 7.312
C -0.636 1.194 2.229
O 3.434 -3.262 -7.020
H -0.339 -0.285 -0.355
H 0.157 -0.941 -0.313
H -1.081 1.001 0.978
H 0.993 1.028 -0.320
H -0.743 -0.717 -0.384
H 0.291 -0.001 0.707
H 0.572 0.267 -1.017
H 0.335 -0.195 -0.420
C -0.097 0.172 1.822
C -3.515 2.054 4.475
C -0.765 -0.817 1.772
O 2.438 -1.435 -6.005
H -0.266 -0.080 -0.121
H 0.732 0.368 -0.795
H -0.194 -0.696 -0.631
H 0.769 0.228 1.210
H 0.056 0.330 -0.033
H 0.473 0.662 -0.083
H -0.224 -0.371 -0.054
H 0.742 -0.213 -1.127
C 0.040 0.116 1.800
C -5.318 -5.815 5.550
C -0.930 0.180 1.155
O 6.458 7.054 -6.223
H 0.352 0.117 -0.146
H -0.461 0.516 -1.040
H -0.622 -0.511 -0.879
H -1.156 -2.313 0.168
H -0.139 0.237 0.015
H 0.123 0.149 0.074
H 1.659 0.281 -0.319
H 0.327 -0.328 0.119
C 2.483 0.285 -0.501
C 8.721 -0.960 -1.058
C 1.984 -1.480 -0.892
O -8.203 2.605 -0.209
H -1.238 -0.551 -0.373
H -0.714 0.029 0.308
H -0.450 0.171 0.064
H 0.028 0.369 0.622
H -0.085 0.122 1.971
H -0.370 0.670 -0.037
H -0.614 -0.268 -0.522
H -1.133 -0.742 0.261
C 0.946 -0.688 -0.322
C -2.338 8.035 -1.943
C -0.946 0.869 -0.799
O 3.338 -8.496 3.147
H -0.295 -0.019 0.530
H -0.391 0.591 -0.027
H 0.171 0.152 -0.008
H -1.007 0.763 -0.400
H 0.339 -0.066 -0.655
H -0.511 -0.109 0.062
H 0.080 -0.265 0.813
H 0.622 -0.941 -0.725
C -1.156 0.216 0.661
O 0.745 -0.576 -0.154
H 0.333 0.387 -0.808
H -0.283 0.093 -0.470
H 0.106 0.514 0.273
H -0.177 -0.393 0.412
C -0.514 0.659 -0.038
O -0.186 -0.242 -1.027
H 0.943 -0.866 0.612
H 0.230 0.366 0.264
H -0.502 0.368 0.484
H 0.182 -0.227 -0.355
C 0.306 0.336 -1.334
O 0.911 -0.160 0.105
H -1.567 0.271 1.182
H 1.152 -0.160 0.456
H -0.144 -0.205 0.151
H -0.560 -0.118 -0.548
C -0.269 0.800 0.216
O 1.928 1.298 2.103
H -0.480 -1.258 -0.059
H -0.242 0.023 -0.309
H 0.543 0.290 -0.901
H -1.338 -1.093 -0.836

The spin multiplicity is 1. The relative energy (zero: lowest compared OMol25 entry of this formula, charge and spin) comes out at 808.4 kJ/mol. The HOMO-LUMO gap is 0.31693 Eh. For the molecular weight, the calculation gives 608.856 g mol⁻¹. The largest force on an atom comes out at 0.22189 Eh/bohr. Its HOMO energy is -8.5 eV. Its SMILES is NC(N)=O.NC(N)=O.CC(C)O.CC(C)O.CC(C)O.CC(C)O.CC(C)O.CC(C)O.CO.CO.CO.CO.

---

[2]
A structure of composition C24H72O16SSr, computed with ωB97M-V/def2-TZVPD.

Last column: Löwdin charge in e.
Cartesian coordinates (Å):
1 Sr -1.652121 0.737795 -2.329920  1.656
2 S 0.354327 -0.113571 -0.056150  0.375
3 O -0.054072 -1.245418 0.776573  -0.329
4 O 1.687455 0.398283 0.278116  -0.326
5 O 0.324721 -0.552693 -1.475728  -0.448
6 O -0.632058 0.994875 -0.018136  -0.430
7 C -4.455981 -1.884952 2.792541  -0.079
8 C -3.000912 -2.151270 2.454941  -0.304
9 O -2.604583 -1.278466 1.417956  -0.119
10 H -5.130973 -2.117495 1.967250  0.073
11 H -4.560746 -0.846844 3.109773  0.062
12 H -4.765727 -2.507871 3.634192  0.077
13 H -2.838122 -3.196992 2.169418  0.117
14 H -2.407370 -1.995034 3.362648  0.109
15 H -1.634383 -1.314526 1.274281  0.030
16 C 1.024520 4.299166 0.201483  -0.071
17 C 2.409798 3.922418 -0.349571  -0.299
18 O 2.338535 2.653897 -0.976606  -0.113
19 H 0.324136 4.396565 -0.628688  0.064
20 H 1.071032 5.265751 0.713264  0.074
21 H 0.703863 3.578367 0.952716  0.055
22 H 3.144666 3.928690 0.459476  0.106
23 H 2.710825 4.637019 -1.115698  0.107
24 H 2.174861 1.943856 -0.311978  0.030
25 C -3.402611 -3.346039 -1.426385  -0.065
26 C -2.240511 -2.796569 -2.207260  -0.243
27 O -2.643850 -1.592641 -2.927876  -0.202
28 H -4.106478 -3.866264 -2.080757  0.078
29 H -3.913110 -2.565065 -0.861868  0.065
30 H -3.062638 -4.069202 -0.681791  0.086
31 H -1.916234 -3.524384 -2.952225  0.126
32 H -1.427101 -2.480457 -1.559358  0.091
33 H -3.312973 -1.851332 -3.569870  0.095
34 C -3.199192 4.996650 -2.629158  -0.069
35 C -3.504581 3.998849 -1.517036  -0.294
36 O -2.439761 3.068880 -1.353417  -0.179
37 H -2.864343 4.452116 -3.513514  0.073
38 H -2.507508 5.765516 -2.294411  0.080
39 H -4.134241 5.478589 -2.923552  0.078
40 H -4.433710 3.480736 -1.769580  0.101
41 H -3.678757 4.551993 -0.593177  0.128
42 H -2.108568 3.120184 -0.439809  0.065
43 C 2.379307 -2.920179 4.746880  -0.078
44 C 1.625132 -3.141642 3.434286  -0.321
45 O 0.400141 -2.437966 3.415543  -0.085
46 H 2.623430 -1.861362 4.859102  0.055
47 H 3.366071 -3.387173 4.724028  0.074
48 H 1.823597 -3.252756 5.623429  0.072
49 H 1.420138 -4.193823 3.215279  0.111
50 H 2.339176 -2.757912 2.694647  0.107
51 H 0.264483 -2.106090 2.519810  0.027
52 C 1.752972 -5.514291 -0.793242  -0.087
53 C 1.517508 -4.061274 -0.402811  -0.312
54 O 0.161780 -3.875377 -0.058884  -0.087
55 H 1.226543 -6.219267 -0.143743  0.071
56 H 2.808488 -5.781155 -0.717151  0.071
57 H 1.414553 -5.802625 -1.791145  0.067
58 H 1.921603 -3.428853 -1.198171  0.099
59 H 2.146373 -3.847066 0.468659  0.101
60 H 0.035904 -2.994487 0.335805  0.028
61 C -5.330857 1.297304 0.562446  -0.060
62 C -4.929418 0.601762 -0.716000  -0.296
63 O -3.568196 0.221458 -0.676842  -0.212
64 H -4.778720 2.233016 0.689305  0.071
65 H -5.152280 0.762089 1.495062  0.067
66 H -6.383786 1.590295 0.527301  0.084
67 H -5.098102 1.312515 -1.532542  0.099
68 H -5.580065 -0.249967 -0.947934  0.115
69 H -3.328449 -0.088421 0.225128  0.066
70 C 6.574113 0.749286 0.204560  -0.097
71 C 5.119304 1.097551 0.304846  -0.338
72 O 4.423774 -0.047055 0.753864  -0.086
73 H 6.747830 -0.040474 -0.530022  0.072
74 H 7.007509 0.381489 1.136543  0.074
75 H 7.142677 1.643431 -0.062654  0.074
76 H 4.733859 1.459213 -0.651951  0.098
77 H 5.025984 1.914945 1.032113  0.111
78 H 3.459950 0.048505 0.764140  0.029
79 C -1.432683 1.131792 3.594537  -0.071
80 C -1.524700 2.547613 3.085034  -0.290
81 O -1.970388 2.604525 1.732357  -0.111
82 H -0.830639 0.486626 2.954055  0.062
83 H -2.393675 0.617130 3.671704  0.067
84 H -1.014297 1.109078 4.604516  0.078
85 H -0.559589 3.032675 3.261812  0.104
86 H -2.286052 3.093174 3.646084  0.112
87 H -1.411794 2.025804 1.173650  0.017
88 C 3.211093 0.414690 -3.371809  -0.069
89 C 3.275843 -1.082275 -3.064483  -0.273
90 O 1.974641 -1.667654 -3.113159  -0.135
91 H 2.392528 0.887065 -2.832492  0.055
92 H 2.968732 0.539347 -4.432720  0.063
93 H 4.152728 0.903389 -3.127922  0.076
94 H 3.581458 -1.208472 -2.017755  0.109
95 H 4.027469 -1.579288 -3.674665  0.112
96 H 1.408919 -1.301199 -2.384356  0.015
97 C 2.276408 1.551486 4.966778  -0.081
98 C 2.397573 0.826973 3.647481  -0.325
99 O 2.165959 1.758300 2.602506  -0.096
100 H 2.949261 2.416102 4.954540  0.076
101 H 2.691787 1.019408 5.825718  0.071
102 H 1.259505 1.891162 5.156229  0.059
103 H 1.690413 -0.008206 3.598476  0.094
104 H 3.407502 0.415067 3.538332  0.111
105 H 2.006233 1.271445 1.771734  0.020
106 C 0.441397 0.196707 -6.585472  -0.074
107 C -0.492110 -0.443574 -5.571140  -0.295
108 O -0.127784 -0.045126 -4.253581  -0.223
109 H 1.474465 -0.130530 -6.430828  0.073
110 H 0.483815 1.271923 -6.409614  0.080
111 H 0.223544 -0.056550 -7.622463  0.078
112 H -0.533354 -1.532622 -5.629153  0.124
113 H -1.493499 -0.060248 -5.791567  0.108
114 H 0.661403 -0.572523 -3.983151  0.060

Atomic forces in eV per Å
Sr 0.228 -0.295 0.651
S 0.532 0.652 -0.558
O 0.252 0.074 0.654
O -0.366 -0.740 0.310
O -0.354 -0.122 -0.438
O -0.457 -0.011 0.143
C 0.128 -0.251 0.201
C -0.200 -0.224 0.454
O -0.058 0.224 -0.251
H 0.062 0.197 -0.114
H -0.143 0.039 -0.143
H 0.065 -0.026 0.000
H -0.093 0.022 -0.115
H 0.142 0.132 -0.127
H -0.335 0.030 0.067
C 0.744 0.510 0.099
C -0.932 -0.236 0.260
O 0.222 -0.243 0.099
H -0.177 -0.226 0.097
H 0.001 0.036 -0.060
H -0.161 -0.166 -0.182
H 0.091 -0.004 -0.015
H 0.111 0.000 0.008
H 0.052 0.678 -0.641
C -0.187 -0.298 0.436
C -0.345 0.316 -0.080
O 0.037 0.077 -0.298
H -0.098 0.117 0.024
H 0.020 0.109 -0.139
H 0.152 -0.061 -0.139
H 0.407 0.033 0.190
H 0.124 -0.196 -0.132
H 0.000 0.048 0.052
C -0.572 -0.347 0.139
C -0.241 0.763 -0.290
O 0.247 -0.196 0.120
H 0.349 0.199 0.007
H 0.255 -0.127 -0.253
H 0.031 0.134 0.088
H 0.109 -0.252 0.124
H 0.036 -0.218 0.124
H -0.090 -0.060 -0.067
C -0.110 0.119 -0.021
C 0.897 0.124 0.226
O -0.099 0.292 0.078
H -0.368 0.081 0.022
H -0.187 -0.414 -0.052
H 0.025 -0.036 -0.002
H 0.248 -0.079 0.151
H -0.401 -0.070 -0.432
H 0.027 0.098 0.046
C -0.178 -0.664 0.061
C 0.805 -0.651 0.420
O -0.415 0.151 -0.299
H -0.023 0.308 0.314
H 0.060 0.197 -0.104
H 0.022 0.463 -0.147
H -0.555 0.283 -0.173
H -0.012 -0.019 0.104
H 0.287 -0.231 -0.322
C -0.327 0.888 0.350
C -0.361 0.123 0.375
O 0.291 0.134 -0.276
H 0.161 -0.069 -0.194
H -0.028 -0.460 -0.265
H -0.036 -0.206 0.011
H 0.340 -0.067 -0.123
H 0.146 -0.155 0.208
H 0.010 -0.248 -0.134
C 0.662 -0.162 -0.203
C -0.278 0.184 0.525
O 0.027 -0.599 0.168
H -0.022 0.144 -0.134
H -0.325 0.059 0.169
H 0.023 -0.087 -0.191
H -0.036 -0.033 -0.054
H -0.225 0.044 -0.031
H 0.345 0.282 -0.298
C -0.213 -0.691 0.391
C -0.372 -0.153 0.098
O 0.176 0.139 -0.503
H 0.298 0.174 -0.015
H -0.194 0.277 -0.161
H 0.170 0.056 -0.101
H 0.016 0.156 -0.408
H 0.112 0.071 0.079
H -0.022 -0.038 0.554
C -0.240 -0.582 -0.523
C -0.376 0.955 1.782
O -0.377 -0.197 -1.163
H 0.186 0.062 0.340
H 0.271 0.148 -0.049
H -0.041 0.128 -0.070
H 0.453 0.114 -0.110
H -0.501 -0.371 -0.318
H 0.781 -0.261 -0.171
C 0.776 0.569 0.225
C 0.221 -0.232 0.036
O -0.259 0.161 -0.219
H -0.318 0.245 -0.326
H -0.484 -0.572 -0.120
H 0.020 -0.041 0.096
H -0.058 0.015 -0.035
H 0.014 -0.091 0.058
H -0.014 0.121 0.534
C 0.903 -0.315 0.259
C 0.037 0.375 -0.529
O -0.148 -0.046 0.102
H -0.082 -0.194 0.143
H -0.309 0.059 -0.286
H -0.359 0.187 0.037
H 0.112 0.000 -0.096
H -0.129 -0.104 0.338
H -0.026 0.059 0.058

The spin multiplicity is 1. The relative energy (zero: lowest compared OMol25 entry of this formula, charge and spin) comes out at 61.7 kJ/mol. The HOMO-LUMO gap is 0.30346 Eh. For the molecular weight, the calculation gives 736.511 g mol⁻¹. The largest force on an atom comes out at 0.03999 Eh/bohr. Its HOMO energy is -9.1 eV.